1.
{
  "formula": "C12H16Cl6O2Si",
  "method": "ωB97M-V/def2-TZVPD",
  "elements": ["C", "C", "O", "Si", "C", "O", "C", "C", "C", "C", "C", "Cl", "C", "Cl", "C", "Cl", "C", "Cl", "C", "Cl", "Cl", "H", "H", "H", "H", "H", "H", "H", "H", "H", "H", "H", "H", "H", "H", "H", "H"],
  "coordinates": [[1.3660, 0.1776, -3.4764], [2.0779, -0.1029, -2.1309], [1.1160, -0.5296, -1.2012], [0.3272, 0.4551, -0.1072], [1.2705, 1.0404, 1.4170], [-0.0404, 1.8111, -1.0352], [0.0053, 3.1733, -0.6219], [1.0376, 3.9221, -1.3486], [-1.0988, -0.6895, 0.5168], [-0.9031, -2.2599, 0.0904], [-1.2680, -3.1049, 1.3492], [-0.7170, -4.7025, 1.3009], [-2.6997, -2.8820, 1.7729], [-3.8613, -4.1085, 1.7074], [-2.7785, -1.6003, 2.0831], [-4.1910, -0.7288, 2.6295], [-1.4252, -0.9203, 2.0168], [-1.1439, 0.4572, 3.0745], [-0.5117, -2.2079, 2.3955], [-0.7787, -2.8163, 4.0530], [1.2666, -2.1478, 2.0602], [1.9757, 0.1062, -4.4007], [0.9286, 1.1684, -3.4840], [0.4828, -0.4220, -3.5532], [2.6908, 0.8098, -1.7511], [2.7934, -0.9463, -2.3425], [0.5785, 1.4876, 2.1616], [1.6816, 0.1606, 1.8442], [2.0268, 1.6296, 1.0606], [-1.0000, 3.4912, -0.7443], [0.1413, 3.1102, 0.4237], [0.7179, 4.0120, -2.3386], [1.2002, 4.9485, -1.0150], [2.0083, 3.4434, -1.3404], [-1.9835, -0.2328, 0.0522], [0.1413, -2.4167, -0.3391], [-1.4337, -2.5855, -0.7790]],
  "forces_ev_per_a": [[0.45, 1.09, -0.05], [1.23, 0.46, -1.24], [-0.31, 0.26, 1.18], [0.41, 0.31, 0.01], [-2.46, -0.88, -0.32], [0.08, -1.68, -0.05], [-0.57, -1.70, 0.87], [0.85, 0.91, 0.34], [0.04, -1.36, -0.81], [1.00, 0.91, -1.17], [1.44, 1.96, -0.09], [0.37, -1.61, -0.20], [0.47, 0.15, -0.68], [-0.21, 0.21, 0.03], [-1.35, 1.10, 1.24], [0.72, -0.54, -0.44], [1.67, -0.69, 0.01], [-1.16, -0.42, 0.55], [-0.69, -0.07, -0.04], [0.30, 0.45, -0.32], [-1.15, -0.17, 0.50], [-0.11, -0.24, 0.75], [0.14, 0.49, 0.14], [-0.23, -0.97, -0.11], [-1.00, -1.43, -0.63], [-0.53, 0.73, 0.69], [1.14, 0.15, -0.94], [0.45, -0.46, 0.53], [2.07, 1.96, -0.49], [-0.80, 1.05, -0.42], [0.51, 0.64, 1.41], [-0.27, 0.05, -1.86], [-0.25, -0.06, 0.38], [0.15, -0.33, 0.12], [-0.13, -0.41, 0.05], [-1.06, 0.06, 1.44], [-1.22, 0.10, -0.36]],
  "mulliken_charge": [-1.109, -0.063, -0.167, 0.130, -1.487, -0.436, -0.261, -1.229, -0.405, -1.393, 0.451, -0.132, 0.002, -0.165, -0.135, -0.182, 0.657, -0.165, 0.389, -0.123, -0.118, 0.372, 0.204, 0.318, 0.126, 0.338, 0.328, 0.516, 0.496, 0.371, 0.331, 0.343, 0.392, 0.238, 0.621, 0.294, 0.655],
  "homo_energy_ev": -9.530,
  "homo_lumo_gap_ev": 9.9,
  "lumo_ev": 0.4,
  "multiplicity": 1,
  "smiles": "CCO[Si](C)(OCC)[C@H]1C[C@]2(Cl)C(Cl)=C(Cl)[C@@]1(Cl)C2(Cl)Cl"
}

2.
{
  "formula": "C4H2CoFLiO4",
  "method": "ωB97M-V/def2-TZVPD",
  "elements": ["O", "C", "O", "O", "C", "C", "O", "C", "Li", "H", "H", "F", "Co"],
  "coordinates": [[-1.2140, 0.9226, -3.5597], [-2.1322, 0.4814, -4.1130], [-3.0414, 0.0662, -4.6995], [3.3352, 4.5477, 1.0943], [4.2581, 4.7230, 0.2058], [2.1917, 3.8423, 0.5224], [3.8699, 4.2700, -0.9619], [2.4521, 3.9127, -0.9652], [5.8069, 6.1825, 0.3679], [1.2731, 4.3563, 0.8213], [2.2174, 2.8238, 0.9245], [1.8263, 5.0644, -1.4638], [2.0481, 2.3541, -2.1603]],
  "forces_ev_per_a": [[0.91, 0.34, 0.63], [-1.56, -0.57, -1.25], [0.85, 0.31, 0.69], [0.06, -0.10, -0.27], [-0.35, 0.47, 0.47], [-0.39, -0.57, 0.39], [-0.30, -0.73, -1.09], [0.22, 1.95, 0.47], [0.25, 0.00, 0.13], [0.22, -0.09, -0.10], [-0.06, 0.19, 0.03], [0.32, -1.52, -0.04], [-0.17, 0.32, -0.09]],
  "mulliken_spin": [0.001, 0.000, 0.000, 0.006, 0.002, -0.051, 0.000, 0.044, 0.000, 0.005, 0.001, 0.016, 2.977],
  "homo_energy_ev": [-17.957, -17.957],
  "s2": 3.756,
  "homo_lumo_gap_ev": [7.8, 6.3],
  "charge": 2,
  "lumo_ev": [-10.1, -11.7],
  "multiplicity": 4
}

| no. | DFT total energy (eV) |
| --- | --- |
| 1 | -99811.8155 |
| 2 | -52899.5072 |